[1]
Here is a structure of composition C8H12N2Si from the Open Molecules 2025 dataset. Energies are from ωB97M-V with the def2-TZVPD basis set.

Output
Orbital gap, Eh: 0.3259
HOMO energy, Ha: -0.29681
Energy above the lowest of the compared OMol25 structures with the same formula, charge and spin, kcal per mole: 43.99
Maximum force, eV/A: 5.69
Multiplicity: 1

Element x y z (Å)
C -3.7295 -0.6502 -0.3439
C -3.8165 0.6663 -0.1134
C -2.4896 -1.2801 -0.2484
C -2.6909 1.5046 -0.0863
C -1.3228 -0.4847 -0.0707
C -1.4795 0.8943 -0.1166
C 2.2713 -0.1774 1.5377
C 2.3853 0.2915 -1.5307
N -0.0629 -1.0371 0.0194
N 0.3391 1.6419 -0.1069
Si 1.2080 0.1430 0.0077
H -4.5636 -1.1827 -0.4802
H -4.8721 1.0029 -0.1270
H -2.5231 -2.4014 -0.3913
H -2.6406 2.5148 -0.0229
H 1.7858 -0.6429 2.3611
H 3.1191 -0.7643 1.1986
H 2.5640 0.9060 1.9216
H 2.9896 -0.6677 -1.7654
H 1.8274 0.3846 -2.3492
H 2.9961 1.1113 -1.4074
H -0.1264 -1.8878 -0.4641
H 0.2439 2.2848 0.6242


[2]
Here is the ion C8H12N3 with charge +1 from the Open Molecules 2025 dataset. Energies are from ωB97M-V with the def2-TZVPD basis set.

Output
Charge: +1
Orbital gap (spin up / spin down), Eh: 0.2511 / 0.2510
HOMO energy (spin up / spin down), Ha: -0.46227 / -0.46224
Energy above the lowest of the compared OMol25 structures with the same formula, charge and spin, kcal per mole: 155.75
Maximum force, eV/A: 6.20
Multiplicity: 1

Element x y z (Å)
C 3.2453 1.6516 -0.4208
C -0.1997 -1.1458 0.2569
C 0.9796 -1.0035 0.9759
C 2.3742 0.7853 -0.0271
C -3.4089 0.4212 -0.0744
C 3.3899 -0.7934 1.3449
C -2.0036 0.7965 -0.8118
C -1.4161 -0.3954 -1.5345
N 3.8140 2.5812 -0.8844
N -0.6292 -1.1951 -0.9931
N 2.1547 -0.2702 0.7311
H -1.0474 -1.3707 0.8831
H 1.1076 -1.4704 1.8869
H -3.0169 -0.3334 0.7255
H -4.1900 0.0393 -0.6505
H -3.5663 1.3620 0.6307
H 4.3292 -0.8655 0.8061
H 3.5813 -0.2617 2.3170
H 3.2043 -1.8698 1.5582
H -2.2725 1.6112 -1.4200
H -1.3925 1.1236 0.0096
H 3.7191 3.3409 -1.4493
H -1.9037 -0.7854 -2.5097


[3]
Here is a cluster of 2 separate species, C8H12N3O in total from the Open Molecules 2025 dataset. Energies are from ωB97M-V with the def2-TZVPD basis set.

Output
Charge: +1
Orbital gap, Eh: 0.2214
HOMO energy, Ha: -0.43962
Energy above the lowest of the compared OMol25 structures with the same formula, charge and spin, kcal per mole: 186.66
Maximum force, eV/A: 3.38
Multiplicity: 1

Element x y z (Å)
C -3.0265 -1.1242 0.2964
C -3.2462 -0.1370 -0.6341
C -1.8229 -1.1722 1.0055
C -2.2076 0.7475 -1.1344
C -0.8016 -0.1627 0.8432
C -1.1120 0.9761 -0.0875
C 2.7783 -0.6093 0.2098
C -0.3169 1.9458 -0.3695
N 1.5895 -1.3424 0.1501
N 3.7652 -0.2376 0.8166
N 4.8906 0.3444 0.3204
O 2.2243 -0.7579 -1.0404
H -3.7225 -1.7939 0.7274
H -4.2086 -0.1364 -1.0816
H -1.5781 -2.0090 1.7163
H -2.7017 1.7162 -1.2694
H -0.1102 0.0827 1.7608
H -0.5577 2.5692 -1.1593
H 0.3859 2.3834 0.3324
H 1.5605 -2.3706 0.1357
H -0.1429 -0.7839 0.2855
H 4.7903 0.5938 -0.6101
H -1.8268 0.3515 -2.1565
H 5.3976 0.9263 0.9426


[4]
Here is a structure of composition C8H12N3OS from the Open Molecules 2025 dataset. Energies are from ωB97M-V with the def2-TZVPD basis set.

Output
Charge: +1
Orbital gap, Eh: 0.3590
HOMO energy, Ha: -0.48187
Energy above the lowest of the compared OMol25 structures with the same formula, charge and spin, kcal per mole: 45.66
Maximum force, eV/A: 6.60
Multiplicity: 1

Element x y z (Å)
N -0.5938 -3.1278 1.2461
O 2.9272 1.0471 0.3009
S -1.1002 0.4263 -0.6212
C -1.8534 -2.9149 1.0681
C -1.1937 -1.1332 0.2647
N -0.1554 -1.8915 0.7751
N -2.2784 -1.6259 0.6753
C -3.6008 -1.1632 0.5733
C 1.7358 0.7713 1.0079
C 2.9502 -0.1931 -0.2909
C 0.6326 0.1052 -1.2023
C 1.2931 -1.6936 0.6894
C 1.5421 -0.2851 0.0381
H -2.5948 -3.6877 1.2990
H -3.6026 -0.1773 1.0736
H -3.9739 -0.9141 -0.4027
H -4.1354 -1.9044 1.0912
H 1.9925 0.5062 2.0273
H 1.0279 1.6605 0.9947
H 3.5967 -0.8743 0.4025
H 3.3628 -0.3373 -1.3088
H 0.9756 0.9984 -1.6291
H 0.4687 -0.7108 -1.9236
H 1.6400 -1.7966 1.7599
H 1.8254 -2.5039 0.1822


[5]
Here is a cluster of 2 separate species, C8H12N3S in total from the Open Molecules 2025 dataset. Energies are from ωB97M-V with the def2-TZVPD basis set.

Output
Charge: +1
Orbital gap, Eh: 0.2570
HOMO energy, Ha: -0.41829
Energy above the lowest of the compared OMol25 structures with the same formula, charge and spin, kcal per mole: 75.56
Maximum force, eV/A: 5.45
Multiplicity: 1

Element x y z (Å)
C 2.9177 2.1473 -0.3571
C 2.9789 1.8761 1.0699
C 2.4299 1.1970 -1.3008
C 2.3803 0.7631 1.5715
C 1.7466 0.0676 -0.7141
C 1.8917 -0.1515 0.6412
C -3.7122 -0.6214 -1.5290
C 1.2293 -1.2678 1.2555
N -3.1583 -0.2780 -0.4277
N -3.8501 0.2142 0.6114
N 0.5170 -2.1965 0.6911
S -1.5558 -0.0376 -0.1935
H 3.3194 3.0704 -0.7259
H 3.5108 2.6165 1.7342
H 2.5000 1.4194 -2.3816
H 2.5097 0.5818 2.6316
H 1.4906 -0.5569 -1.4636
H -4.8007 -0.6533 -1.6794
H -3.0990 -0.9681 -2.2935
H 1.4470 -1.5197 2.3487
H -4.8922 0.4100 0.6760
H -3.1982 0.9088 1.0340
H 0.1229 -2.9942 1.1975
H 0.2090 -1.9763 -0.3381


[6]
Here is a cluster of 2 separate species, C8H12N4 in total from the Open Molecules 2025 dataset. Energies are from ωB97M-V with the def2-TZVPD basis set.

Output
Orbital gap, Eh: 0.3365
HOMO energy, Ha: -0.30259
Energy above the lowest of the compared OMol25 structures with the same formula, charge and spin, kcal per mole: 34.69
Maximum force, eV/A: 5.04
Multiplicity: 1

Element x y z (Å)
N 2.1784 0.1111 -1.4645
C 1.8058 -1.2096 -1.2692
C 3.5879 0.1358 -1.3063
C 3.9729 -1.1108 -0.7877
N 2.7795 -1.9035 -0.7286
C 5.3069 -1.6490 -0.4529
H 0.7532 -1.4654 -1.3907
H 4.1788 1.0390 -1.4589
H 2.7850 -2.8073 -0.2493
H 5.2145 -2.5947 0.1073
H 5.8965 -0.9387 0.1508
H 5.8500 -1.8481 -1.3920
N -2.3292 -0.3753 1.0581
C -1.8621 0.8174 0.7091
C -3.7042 -0.1627 1.1042
C -4.0002 1.1744 0.7958
N -2.7973 1.6652 0.3695
C -5.2393 1.9838 0.9968
H -0.7879 0.9705 0.6051
H -4.3882 -0.9062 1.5133
H -2.5380 2.5139 -0.1394
H -5.5147 2.6174 0.1370
H -5.0659 2.6334 1.8713
H -6.0827 1.3094 1.2213


[7]
Here is a cluster of 4 separate species, C8H12N4 in total from the Open Molecules 2025 dataset. Energies are from ωB97M-V with the def2-TZVPD basis set.

Output
Charge: +1
Orbital gap (spin up / spin down), Eh: 0.3031 / 0.0599
HOMO energy (spin up / spin down), Ha: -0.48843 / -0.48841
Energy above the lowest of the compared OMol25 structures with the same formula, charge and spin, kcal per mole: 128.44
Maximum force, eV/A: 4.38
Multiplicity: 2

Element x y z (Å)
C -3.1415 20.7918 -15.2137
C -4.5706 20.8831 -15.1370
N -5.7214 21.1003 -15.0430
H -2.6524 21.4873 -15.8957
H -3.0510 19.8107 -15.6801
H -2.5730 20.9059 -14.2907
C 5.5708 19.8778 -13.3977
C 5.9947 19.0307 -12.3132
N 6.2940 18.3743 -11.4430
H 4.4894 19.8598 -13.5331
H 6.0694 19.4297 -14.2572
H 5.7191 20.9497 -13.2666
C 5.2302 17.8781 -8.1166
C 4.1238 18.7482 -8.6175
N 3.2953 19.4097 -9.1025
H 5.4954 18.3275 -7.1596
H 6.1340 18.2089 -8.6282
H 5.0807 16.8161 -7.9218
C 1.8746 19.2957 -12.0852
C 0.4706 19.7358 -12.5441
N -0.6115 20.0349 -12.9364
H 2.3625 18.9650 -13.0021
H 1.8456 18.4266 -11.4279
H 2.5222 19.9776 -11.5341


[8]
Here is the ion C8H12N5 with charge +1 from the Open Molecules 2025 dataset. Energies are from ωB97M-V with the def2-TZVPD basis set.

Output
Charge: +1
Orbital gap, Eh: 0.3026
HOMO energy, Ha: -0.42642
Energy above the lowest of the compared OMol25 structures with the same formula, charge and spin, kcal per mole: 0.00
Maximum force, eV/A: 3.43
Multiplicity: 1

Element x y z (Å)
C -0.2780 -2.9999 0.4958
C 0.0559 -1.6175 0.3655
C -1.0734 -0.7876 0.5851
C -2.4627 -2.4965 0.8523
C 1.4545 -1.2648 0.2004
C 2.1508 -0.1233 0.3334
C 0.9319 2.0317 -0.2589
C 0.2977 1.5411 -1.5103
N -1.4753 -3.3769 0.8706
N -2.2903 -1.1936 0.7471
N -3.7139 -2.8700 1.1066
N 0.6538 3.2603 0.1814
N 1.5692 1.1786 0.5215
H 0.3623 -3.8298 0.4779
H 2.0031 -2.0966 0.0303
H 3.2127 -0.1855 0.2031
H 0.6872 0.5549 -1.7021
H 0.5347 2.3373 -2.2017
H -0.7713 1.4974 -1.3833
H -4.0085 -3.7442 0.7276
H -4.5147 -2.1791 1.1295
H 1.0921 3.7125 0.8977
H 0.0735 3.9434 -0.2383
H -0.9308 0.2914 0.6531
H 1.9445 1.5913 1.3732


[9]
Here is the ion C8H12NO with charge +1 from the Open Molecules 2025 dataset. Energies are from ωB97M-V with the def2-TZVPD basis set.

Output
Charge: +1
Orbital gap, Eh: 0.3095
HOMO energy, Ha: -0.49689
Energy above the lowest of the compared OMol25 structures with the same formula, charge and spin, kcal per mole: 84.21
Maximum force, eV/A: 5.28
Multiplicity: 1

Element x y z (Å)
C 3.4861 0.0687 -0.2454
C 2.4525 -0.3142 -1.1079
C 3.0369 0.0739 1.0086
C 1.2847 -0.2225 -0.2348
C -2.4350 -1.6341 0.1626
C -0.0282 -0.2642 -0.7080
C -0.7873 1.7741 -0.0722
C -2.3512 -0.1142 -0.0698
N -0.9910 0.3499 0.2105
O 1.7478 -0.0232 1.0689
H 4.5109 0.2990 -0.6653
H 2.4380 -0.5943 -2.1462
H 3.5519 0.1110 1.9674
H -3.4310 -2.0946 -0.1291
H -2.1573 -1.9197 1.2793
H -0.3587 2.2450 0.7607
H -0.1652 1.7729 -0.8831
H -1.6592 2.2190 -0.3304
H -2.5976 -0.1042 -1.0835
H -1.6712 -2.0695 -0.4389
H -3.1192 0.3100 0.5270
H -0.7567 0.1311 1.1296


[10]
Here is an isolated molecule of C8H12NO2P from the Open Molecules 2025 dataset. Energies are from ωB97M-V with the def2-TZVPD basis set.

Output
Orbital gap (spin up / spin down), Eh: 0.3136 / 0.2651
HOMO energy (spin up / spin down), Ha: -0.29307 / -0.33211
Energy above the lowest of the compared OMol25 structures with the same formula, charge and spin, kcal per mole: 1.24
Maximum force, eV/A: 4.63
Multiplicity: 3

Element x y z (Å)
C 1.4695 -0.5396 0.0071
C 2.2319 -1.7113 0.0271
C -1.4672 1.0715 0.5299
C -0.5710 -1.7783 0.1274
C 2.0393 0.7376 0.0189
C -0.6922 0.4895 -0.5455
C -2.2496 2.2460 0.0599
C -1.9736 -1.8984 -0.4551
N 0.0543 -0.6857 -0.2192
O -1.7718 0.4529 1.5141
O -0.0535 -2.7284 0.6715
P 3.8516 0.8796 0.3654
H 1.7932 -2.6450 -0.3609
H 3.1082 -1.8114 0.5277
H 1.4603 1.6342 0.0534
H -0.6403 0.8653 -1.5804
H -2.5624 2.7949 0.8928
H -3.1196 1.7192 -0.3744
H -1.7451 2.9185 -0.6694
H -2.6886 -1.4303 0.2270
H -2.1698 -2.9323 -0.6038
H -2.0278 -1.3355 -1.3953
H 3.8097 1.6113 1.6892
H 3.9145 2.0757 -0.5073


[11]
Here is a structure of composition C8H12NOPS from the Open Molecules 2025 dataset. Energies are from ωB97M-V with the def2-TZVPD basis set.

Output
Orbital gap, Eh: 0.3318
HOMO energy, Ha: -0.32317
Energy above the lowest of the compared OMol25 structures with the same formula, charge and spin, kcal per mole: 46.27
Maximum force, eV/A: 3.81
Multiplicity: 1

Element x y z (Å)
C -3.2583 0.9465 -0.1616
C -2.4838 1.6877 -1.0517
C -2.5914 0.3118 0.8984
C -1.0680 1.6883 -0.9218
C -1.2530 0.4997 1.1012
C -0.4569 1.0597 0.1120
C 0.7555 -2.4327 -0.4727
C 1.8639 -1.4539 -0.7068
N 2.0027 1.2748 1.9252
O 2.1419 -0.7164 0.4920
P 1.9122 0.9194 0.3108
S 3.1580 2.0050 -0.7905
H -4.3374 0.8075 -0.1441
H -2.9726 2.1129 -1.9514
H -3.1106 -0.3153 1.5800
H -0.5888 2.0530 -1.8630
H -0.8087 0.0412 1.9171
H 0.6456 -2.9886 -1.3735
H 0.8533 -3.1030 0.3846
H -0.1297 -1.8284 -0.3532
H 1.6676 -0.8542 -1.6163
H 2.9232 -1.9450 -0.8366
H 2.7513 0.7259 2.4395
H 1.7812 2.2501 2.1649


[12]
Here is the ion C8H12NOS with charge +1 from the Open Molecules 2025 dataset. Energies are from ωB97M-V with the def2-TZVPD basis set.

Output
Charge: +1
Orbital gap, Eh: 0.3132
HOMO energy, Ha: -0.46901
Energy above the lowest of the compared OMol25 structures with the same formula, charge and spin, kcal per mole: 15.96
Maximum force, eV/A: 4.05
Multiplicity: 1

Element x y z (Å)
C -3.8038 0.3978 -0.6431
C -2.5480 0.5101 -1.2517
C -3.7356 -0.0310 0.6517
C -1.5128 0.1567 -0.4097
C 1.9327 0.4684 0.6087
C 1.2287 1.8002 0.8800
C -0.1155 0.2450 -0.6605
C 1.2501 -1.7327 -0.2951
N 0.8014 -0.4387 0.2452
O 0.4203 2.0337 -0.1963
S -2.1344 -0.2860 1.1706
H -4.7310 0.6247 -1.1360
H -2.3976 0.8427 -2.2625
H -4.5409 -0.2221 1.3345
H 2.5918 0.5678 -0.2550
H 2.4827 0.0722 1.4612
H 0.6618 1.7454 1.8279
H 1.9530 2.6215 0.9529
H 0.2176 0.2955 -1.6882
H 1.8683 -1.5698 -1.1781
H 1.8338 -2.2631 0.4559
H 0.3894 -2.3406 -0.5696
H 0.2670 -0.6139 1.1090